Arrangement 1

Below is C4H7F as an isolated structure, with properties calculated with ωB97M-V/def2-TZVPD.

Computed properties:
LUMO = 1.07 eV
Frontier orbital gap = 10.4 eV
HOMO level = -9.33 eV
M = 74.10 g/mol

Last column: Löwdin charge in e.
Cartesian coordinates (Å):
C 1.44 1.29 0.84  0.020
C 0.74 0.14 0.83  -0.290
C -0.90 -0.69 -1.25  -0.156
C -1.06 -0.28 0.18  -0.094
F 1.43 -0.82 1.36  0.033
H 2.52 1.14 1.18  0.084
H 1.16 2.24 0.46  0.029
H 0.07 -1.27 -1.18  0.087
H -0.74 -0.01 -2.05  0.059
H -1.59 -1.42 -1.58  0.053
H -1.47 -1.04 0.85  0.078
H -1.60 0.71 0.37  0.097

=====

Arrangement 2

Below is one molecule with the formula C4H7F, with properties calculated with ωB97M-V/def2-TZVPD.

Computed properties:
LUMO = 1.08 eV
Frontier orbital gap = 11.5 eV
HOMO level = -10.46 eV
M = 74.10 g/mol

Last column: Löwdin charge in e.
Cartesian coordinates (Å):
C -0.93 0.30 1.17  0.001
C -0.34 -0.26 -0.09  -0.364
F -1.28 -1.26 -0.80  -0.094
C 1.14 -0.52 -0.19  -0.061
C 0.46 0.46 -1.12  -0.066
H -1.94 0.37 0.90  0.071
H -0.38 1.13 1.35  0.061
H -1.01 -0.35 2.01  0.082
H 1.45 -1.40 -0.68  0.088
H 1.86 -0.17 0.63  0.138
H 0.66 1.42 -1.05  0.050
H 0.30 0.27 -2.13  0.095

=====

Short version: arrangement 2 is the most stable of them.

=====

Arrangement 1

Below is an isolated ion of composition C6H6N and charge +1, with properties calculated with ωB97M-V/def2-TZVPD.

Computed properties:
LUMO (spin up / spin down) = -5.24 / -7.14 eV
Frontier orbital gap (spin up / spin down) = 7.4 / 7.6 eV
HOMO level (spin up / spin down) = -12.60 / -14.72 eV
M = 92.12 g/mol
2S+1 = 3
Net charge = +1

Last column: Löwdin spin population.
Cartesian coordinates (Å):
C -1.30 -0.68 0.87  0.540
C -0.16 -0.96 0.28  0.113
C -1.95 0.40 1.11  0.134
C -1.20 1.80 0.80  0.200
C -0.47 2.00 -0.19  0.681
C 1.93 -1.52 -1.01  0.030
N 0.82 -1.01 -0.36  0.182
H -2.93 0.55 1.52  0.020
H -1.46 2.43 1.63  0.037
H 0.05 1.94 -1.10  0.043
H 2.81 -1.35 -0.40  0.002
H 2.05 -1.00 -1.96  0.004
H 1.81 -2.59 -1.21  0.014

=====

Arrangement 2

Below is C6H6N as an isolated structure, with properties calculated with ωB97M-V/def2-TZVPD.

Computed properties:
LUMO (spin up / spin down) = -4.39 / -9.23 eV
Frontier orbital gap (spin up / spin down) = 8.3 / 5.8 eV
HOMO level (spin up / spin down) = -12.71 / -15.08 eV
M = 92.12 g/mol
2S+1 = 3
Net charge = +1

Last column: Löwdin spin population.
Cartesian coordinates (Å):
C 0.94 -0.82 -1.66  0.435
C 1.76 -1.44 -2.38  0.093
C -1.40 0.94 1.02  0.077
C 0.08 -0.33 -0.73  0.465
C -0.56 1.06 2.26  0.248
C -0.03 0.42 0.48  0.444
N 0.59 0.74 1.71  0.139
H 2.04 -2.34 -1.83  0.041
H 2.34 -1.18 -3.21  0.020
H -2.27 0.29 1.04  0.004
H -1.76 1.89 0.73  0.004
H -0.99 -0.57 -0.75  0.023
H -0.74 1.34 3.33  0.008

=====

Short version: arrangement 1 is the most stable of them.

=====

Arrangement 1

Below is one molecule with the formula CH5N3O, with properties calculated with ωB97M-V/def2-TZVPD.

Computed properties:
LUMO = 1.04 eV
Frontier orbital gap = 9.5 eV
HOMO level = -8.49 eV
M = 75.07 g/mol

Last column: Löwdin charge in e.
Cartesian coordinates (Å):
N -2.10 -0.18 -0.25  -0.025
N -0.92 0.50 -0.07  -0.067
C 0.10 -0.18 -0.01  -0.262
N 1.29 0.50 0.13  -0.076
O 2.39 -0.27 -0.30  -0.076
H -2.27 -0.77 0.57  0.080
H -2.86 0.46 -0.13  0.058
H 0.07 -1.24 0.11  0.128
H 1.29 1.35 -0.48  0.145
H 3.00 -0.18 0.45  0.095

=====

Arrangement 2

Below is one molecule with the formula CH5N3O, with properties calculated with ωB97M-V/def2-TZVPD.

Computed properties:
LUMO = 0.78 eV
Frontier orbital gap = 10.0 eV
HOMO level = -9.19 eV
M = 75.07 g/mol

Last column: Löwdin charge in e.
Cartesian coordinates (Å):
N -0.90 -1.36 -0.99  -0.067
N -0.72 -0.05 -0.27  -0.089
C 0.69 0.35 0.21  -0.553
N 0.74 1.32 1.07  0.162
O 1.66 -0.11 -0.49  -0.030
H -0.51 -1.33 -2.00  0.105
H -0.73 -2.17 -0.28  0.103
H -1.67 0.43 -0.33  0.130
H -0.04 1.04 1.81  0.180
H 1.47 1.87 1.26  0.059

=====

Short version: arrangement 2 is the most stable of them.

=====

Arrangement 1

Below is one molecule with the formula CH5N3O, with properties calculated with ωB97M-V/def2-TZVPD.

Computed properties:
LUMO = 0.63 eV
Frontier orbital gap = 9.6 eV
HOMO level = -9.01 eV
M = 75.07 g/mol

Last column: Löwdin charge in e.
Cartesian coordinates (Å):
H 1.82 -0.33 1.68  0.075
N 1.59 -0.58 0.66  0.086
C 0.59 -0.11 0.06  -0.621
N 0.27 -0.30 -1.25  0.113
N -0.47 0.67 0.63  -0.074
O -1.67 0.45 -0.05  -0.129
H 0.91 -1.15 -1.87  0.230
H -0.16 0.21 -1.83  -0.023
H -0.32 0.38 1.65  0.153
H -2.10 -0.54 0.19  0.190

=====

Arrangement 2

Below is one molecule with the formula CH5N3O, with properties calculated with ωB97M-V/def2-TZVPD.

Computed properties:
LUMO = 0.76 eV
Frontier orbital gap = 10.5 eV
HOMO level = -9.75 eV
M = 75.07 g/mol

Last column: Löwdin charge in e.
Cartesian coordinates (Å):
N -1.52 -0.25 0.23  0.003
N -0.35 -0.86 -0.32  -0.054
C 0.97 -0.32 -0.08  -0.646
N 0.97 1.03 0.00  0.112
O 1.92 -0.99 0.22  0.055
H -1.92 0.32 -0.47  0.055
H -1.48 0.07 1.15  0.061
H -0.37 -1.92 -0.30  0.151
H -0.09 1.52 -0.19  0.187
H 1.86 1.41 -0.23  0.078

=====

Short version: arrangement 2 is the most stable of them.

=====

Arrangement 1

Below is a 3-piece molecular cluster, C4H13NO3S overall, with properties calculated with ωB97M-V/def2-TZVPD.

Computed properties:
LUMO = 0.37 eV
Frontier orbital gap = 9.5 eV
HOMO level = -9.15 eV
M = 155.22 g/mol

Last column: Löwdin charge in e.
Cartesian coordinates (Å):
C 0.90 -2.69 0.31  -0.013
C 0.67 -1.37 0.99  -0.548
O -0.24 -1.36 1.82  0.023
N 1.30 -0.26 0.50  0.080
C 0.92 1.07 1.09  -0.277
C -0.39 1.67 0.63  -0.476
S 0.19 3.34 -0.05  0.704
H 1.10 -3.54 0.95  0.078
H -0.06 -2.95 -0.23  0.096
H 1.61 -2.68 -0.56  0.088
H 1.65 -0.28 -0.38  0.081
H 1.18 1.01 2.18  0.133
H 1.71 1.83 0.81  0.067
H -1.09 1.94 1.50  0.099
H -0.98 1.05 -0.03  0.018
H 0.30 2.88 -1.32  -0.160
O -2.71 -0.64 -0.78  -0.152
H -2.72 -1.51 -0.15  0.124
H -1.98 -0.31 -0.13  0.030
O -0.16 0.70 -2.17  -0.038
H -1.11 0.73 -2.19  0.038
H -0.08 1.37 -2.80  0.008

=====

Arrangement 2

Below is a 3-piece molecular cluster, C4H13NO3S overall, with properties calculated with ωB97M-V/def2-TZVPD.

Computed properties:
LUMO = 0.45 eV
Frontier orbital gap = 9.8 eV
HOMO level = -9.35 eV
M = 155.22 g/mol

Last column: Löwdin charge in e.
Cartesian coordinates (Å):
O -1.33 1.49 -3.26  0.015
C -0.62 0.85 -2.51  -0.360
N -0.96 0.66 -1.21  0.035
C -0.25 -0.03 -0.15  -0.220
C 0.38 0.94 0.86  -0.266
C 0.31 0.56 2.31  -0.567
S -1.38 0.49 2.98  0.699
H 0.29 0.35 -2.85  0.120
H -1.91 0.97 -1.06  0.147
H -0.99 -0.65 0.35  0.080
H 0.46 -0.77 -0.52  0.094
H 1.42 1.07 0.56  0.109
H 0.04 1.94 0.59  0.111
H 0.78 -0.40 2.48  0.074
H 0.92 1.17 2.97  0.067
H -1.73 1.73 2.64  -0.145
O -0.62 -2.98 0.37  -0.050
H -0.79 -3.09 1.31  0.045
H -1.30 -3.50 -0.07  0.048
O 2.52 -0.63 -1.84  -0.049
H 3.12 0.06 -2.14  0.046
H 1.64 -0.25 -1.80  -0.035

=====

Short version: arrangement 2 is the most stable of them.

=====

Arrangement 1

Below is one molecule with the formula C4H4Br2, with properties calculated with ωB97M-V/def2-TZVPD.

Computed properties:
LUMO = 0.68 eV
Frontier orbital gap = 10.8 eV
HOMO level = -10.11 eV
M = 211.88 g/mol

Last column: Löwdin charge in e.
Cartesian coordinates (Å):
Br 2.24 -1.32 -0.04  0.643
C 0.56 -0.49 0.53  -0.728
C 0.51 1.00 0.43  -0.100
C -0.51 1.00 -0.43  -0.100
C -0.56 -0.49 -0.53  -0.728
Br -2.24 -1.32 0.04  0.643
H 0.31 -0.94 1.49  0.079
H 1.11 1.75 0.90  0.106
H -1.11 1.75 -0.90  0.106
H -0.31 -0.94 -1.49  0.079

=====

Arrangement 2

Below is C4H4Br2 as an isolated structure, with properties calculated with ωB97M-V/def2-TZVPD.

Computed properties:
LUMO = 0.52 eV
Frontier orbital gap = 9.6 eV
HOMO level = -9.08 eV
M = 211.88 g/mol

Last column: Löwdin charge in e.
Cartesian coordinates (Å):
C -0.03 0.50 -1.51  0.122
C 0.30 0.27 -0.25  -0.389
C -1.23 0.27 -0.23  -1.178
C 1.19 -0.29 0.76  -0.061
Br -2.40 1.76 0.22  0.569
Br -2.16 -1.31 0.22  0.643
H 0.13 0.40 -2.52  0.056
H 1.42 0.29 1.66  0.089
H 2.17 -0.71 0.53  0.081
H 0.62 -1.17 1.12  0.068

=====

Short version: arrangement 1 is the most stable of them.